No. 1
Entry from the OMol25 dataset: one molecule with the formula CH5NSi2 (ωB97M-V with the def2-TZVPD basis set).

The calculated total energy comes out at -674.66436 a.u. The HOMO energy (spin up / spin down) comes out at -8.87 / -8.98 eV. The energy above the lowest of the compared OMol25 structures with the same formula, charge and spin comes out at 3.155 eV. As for the net charge: 0. Its frontier orbital gap (spin up / spin down) is 7.52 / 7.79 eV. The spin multiplicity is 1.

Element x y z (Å)
Si: 0.21145 -1.35715 0.37360
N: 0.10039 0.00288 -0.85319
C: -0.50290 -0.04102 1.51543
H: -0.92295 -2.24459 0.35738
H: 1.36414 -1.86800 -0.32754
Si: -0.10346 1.35866 0.31489
H: -0.15507 -0.14873 -1.80087
H: 1.15667 2.04045 0.53671
H: -1.14826 2.25751 -0.11643

***

No. 2
Entry from the OMol25 dataset: a 2-piece molecular cluster, CH5O2P overall (ωB97M-V with the def2-TZVPD basis set).

The calculated total energy comes out at -532.80742 a.u. The HOMO energy (spin up / spin down) comes out at -10.49 / -9.91 eV. The energy above the lowest of the compared OMol25 structures with the same formula, charge and spin comes out at 3.305 eV. As for the net charge: 0. Its frontier orbital gap (spin up / spin down) is 8.75 / 6.38 eV. The spin multiplicity is 1.

Element x y z (Å)
H: -1.57381 0.60165 0.22877
C: -1.78473 -0.42212 -0.00992
O: 0.83452 -1.03932 0.00153
P: 1.45925 0.33679 0.00887
H: -1.95346 -1.13888 0.77137
O: 2.93203 0.25698 0.01517
H: 0.97064 1.06830 -1.07274
H: -1.85207 -0.73221 -1.03337
H: 0.96764 1.06881 1.09033

***

No. 3
Entry from the OMol25 dataset: a 2-piece molecular cluster, CH5O2PS overall (ωB97M-V with the def2-TZVPD basis set).

The calculated total energy comes out at -931.05566 a.u. The HOMO energy comes out at -8.69 eV. The energy above the lowest of the compared OMol25 structures with the same formula, charge and spin comes out at 2.976 eV. As for the net charge: 0. Its frontier orbital gap is 9.28 eV. The SMILES is [PH3]=S.O=CO. The spin multiplicity is 1.

Element x y z (Å)
O: 0.92728 -1.35730 1.93328
S: -1.69167 -0.22570 0.44381
O: 1.40039 -0.65284 -0.17363
H: 0.73795 1.13697 -0.13560
H: 0.23460 -2.22435 0.26489
H: 1.20059 -0.50106 2.05020
H: -0.88791 2.20550 0.03777
C: 0.80945 -1.41616 0.59116
H: -0.99889 0.91990 -1.82532
P: -0.54361 1.08840 -0.52506

***

No. 4
Entry from the OMol25 dataset: a 3-piece molecular cluster, CH5O4 overall (ωB97M-V with the def2-TZVPD basis set).

The calculated total energy comes out at -342.12696 a.u. The HOMO energy comes out at -4.77 eV. The energy above the lowest of the compared OMol25 structures with the same formula, charge and spin comes out at 0.754 eV. As for the net charge: -1. Its frontier orbital gap is 9.12 eV. The spin multiplicity is 1.

Element x y z (Å)
H: -1.66082 1.23122 2.07047
H: -1.94140 -0.19421 1.64384
O: 0.18720 1.01822 0.76858
O: 1.30988 -0.47742 -2.71736
C: 0.77133 -0.00718 0.33100
O: 0.27394 -1.05191 -0.18620
H: 0.63150 -0.27160 -1.97977
H: 1.66830 -1.31969 -2.35085
H: 1.77631 -0.07967 0.51857
O: -2.40875 0.59574 1.89895

***

Among the records above, which one has the lowest net charge? CH5O4